Run A
Computed, not measured: a cluster of 2 separate species, CH3Cl2OP in total, with wB97M-V/def2-TZVPD.

Geometry (Å):
C: -1.22363 0.07288 0.00041
O: 0.01300 -0.66888 -0.23871
P: 1.32426 -0.58915 0.71407
Cl: 1.78496 2.09054 -0.19713
Cl: 2.72774 -1.52921 -0.35993
H: -1.49153 0.38046 -0.95153
H: -1.07655 0.86309 0.60606
H: -2.05826 -0.61972 0.42676

Calculated values
Lowest unoccupied orbital energy   -1.72 eV
HOMO energy   -9.59 eV

Run B
Computed, not measured: the molecule CH3Cl2OP, with wB97M-V/def2-TZVPD.

Geometry (Å):
P: 1.10770 -0.44355 -1.05846
O: 0.42592 -0.16685 0.47069
C: -0.89410 0.05520 0.62760
Cl: -1.47839 1.46372 -0.20002
Cl: -1.75379 -1.44879 0.09196
H: 2.21221 -0.71314 -0.16459
H: 1.58574 0.95710 -1.49697
H: -1.20530 0.29630 1.72979

Calculated values
Lowest unoccupied orbital energy   0.61 eV
HOMO energy   -9.94 eV

It is run B that is the least stable of them.

Run A
Computed, not measured: a cluster of 11 separate species, C11H44O11 in total, with wB97M-V/def2-TZVPD.

Geometry (Å):
C: -2.59527 3.12208 -3.18361
O: -3.81040 2.46942 -2.94139
H: -2.20801 2.86360 -4.17772
H: -2.55079 4.21342 -3.19591
H: -1.80506 2.79740 -2.50178
H: -3.63661 1.68989 -2.39851
C: 3.31857 0.29140 2.17782
O: 3.84643 -0.56646 1.18461
H: 3.95687 0.40126 3.05676
H: 3.11075 1.28269 1.77034
H: 2.37406 -0.12002 2.53311
H: 4.78255 -0.39587 1.05917
C: -0.16563 2.27075 2.31586
O: -1.21272 1.79435 1.51383
H: -0.29318 3.33205 2.53381
H: -0.06878 1.74207 3.26912
H: 0.77739 2.19594 1.76373
H: -0.89755 0.96096 1.12720
C: 0.31586 0.00014 -0.63339
O: -0.27183 -0.65976 0.50228
H: 1.25552 0.52004 -0.43354
H: 0.45408 -0.73023 -1.43219
H: -0.39119 0.75271 -0.98091
H: 0.38775 -1.32074 0.75916
C: -0.69145 -4.10259 -1.56827
O: -0.38636 -5.47018 -1.63179
H: -1.12076 -3.87040 -0.58717
H: 0.13356 -3.43569 -1.80459
H: -1.51932 -3.78794 -2.21626
H: -1.15975 -5.99012 -1.40637
C: -3.52637 -1.50375 1.39722
O: -4.50204 -1.41018 0.35792
H: -3.99058 -1.97948 2.26552
H: -2.64020 -2.09199 1.15482
H: -3.23374 -0.51164 1.73838
H: -5.00551 -2.22705 0.35396
C: -0.51830 -1.74545 3.78752
O: -1.74340 -2.30244 4.27724
H: 0.34507 -2.29896 4.15057
H: -0.56722 -1.77523 2.69776
H: -0.45128 -0.69725 4.08326
H: -2.33494 -1.58751 4.51841
C: 4.50470 2.92963 -1.47603
O: 3.23675 2.58508 -0.91233
H: 5.37570 2.58741 -0.91464
H: 4.50207 2.46383 -2.45916
H: 4.56202 4.01680 -1.55627
H: 3.15834 2.98904 -0.04320
C: 2.27758 -3.63374 1.94455
O: 1.83414 -2.49968 1.24268
H: 2.80101 -4.36553 1.32699
H: 2.86196 -3.36110 2.82744
H: 1.39571 -4.13900 2.34373
H: 2.62196 -1.99241 0.99721
C: 0.78574 4.30290 -2.54466
O: 0.81371 2.85872 -2.53468
H: 1.76805 4.71415 -2.78765
H: 0.13033 4.63573 -3.34811
H: 0.44359 4.62943 -1.56236
H: 1.64030 2.71267 -2.05561
C: -2.61131 -0.64780 -2.62889
O: -3.02663 0.11841 -1.49595
H: -3.25971 -1.48161 -2.91097
H: -2.59084 -0.01209 -3.51247
H: -1.63146 -1.07246 -2.40447
H: -3.35396 -0.45764 -0.79115

Calculated values
Lowest unoccupied orbital energy   0.07 eV
HOMO energy   -9.08 eV

Run B
Computed, not measured: a structure of composition C11H44O11, with wB97M-V/def2-TZVPD.

Geometry (Å):
C: -1.39997 -4.01347 -0.64546
O: -2.35825 -2.97989 -0.61893
H: -1.63654 -4.81600 0.05317
H: -1.43581 -4.43745 -1.64899
H: -0.41177 -3.57958 -0.49278
H: -2.06185 -2.27031 -1.19360
C: -0.17207 1.96688 -2.33437
O: -1.09578 2.90418 -2.81470
H: -0.57906 1.00950 -2.00894
H: 0.46930 1.70570 -3.17612
H: 0.37709 2.43688 -1.51852
H: -1.72253 2.50944 -3.42541
C: -2.19878 -0.98995 1.66525
O: -1.78102 -0.22112 2.80041
H: -3.11286 -0.57487 1.24068
H: -1.41888 -1.05712 0.90673
H: -2.42775 -2.00774 1.98111
H: -1.52472 0.68099 2.59523
C: 0.81925 -3.19174 2.09217
O: 1.56045 -2.34849 1.18079
H: 0.55160 -4.07747 1.51602
H: 1.41947 -3.44023 2.96743
H: -0.06389 -2.68734 2.48428
H: 1.12206 -2.10449 0.36233
C: 1.06457 -0.10460 2.79325
O: 0.83442 -0.67822 4.10915
H: 2.11036 0.05716 2.53199
H: 0.57003 -0.72550 2.04625
H: 0.60154 0.88192 2.77169
H: -0.08418 -0.95233 4.16058
C: 3.14150 2.58632 0.34522
O: 2.67402 1.36236 1.01038
H: 4.23042 2.60851 0.30221
H: 2.84112 2.62411 -0.70190
H: 2.78386 3.48371 0.85005
H: 3.18627 0.58381 0.78000
C: -2.24770 -0.56281 -1.47951
O: -1.35805 -1.64798 -1.62323
H: -1.73378 0.39584 -1.55002
H: -2.96394 -0.65241 -2.29626
H: -2.72787 -0.69858 -0.51043
H: -1.05559 -1.56870 -2.53088
C: -2.26814 1.76457 1.21948
O: -1.06732 1.30905 1.79955
H: -2.13457 2.82943 1.02887
H: -2.46391 1.31895 0.24419
H: -3.05812 1.66490 1.96387
H: -0.32774 1.56643 1.24424
C: 1.95092 -0.13494 -4.26905
O: 1.39768 -0.00483 -2.97960
H: 2.76317 -0.86182 -4.27045
H: 1.17395 -0.32685 -5.00906
H: 2.43649 0.80138 -4.54405
H: 2.09251 0.42231 -2.47327
C: 0.46072 3.23489 0.80602
O: 0.66074 1.81449 0.69194
H: -0.57345 3.46020 1.06650
H: 1.11955 3.63194 1.57829
H: 0.70044 3.68949 -0.15522
H: 1.59662 1.60533 0.73662
C: 0.67015 -0.25965 -0.22907
O: 0.21213 -1.61179 -0.04525
H: 0.80970 0.07421 -1.25726
H: -0.00126 0.48944 0.19067
H: 1.61871 -0.16713 0.29987
H: -0.55369 -1.71892 -0.61415

Calculated values
Lowest unoccupied orbital energy   -0.35 eV
HOMO energy   -7.78 eV

It is run B that is the least stable of them.

Run A
Computed, not measured: a cluster of 2 separate species, C9H10F2NP in total, with wB97M-V/def2-TZVPD.

Geometry (Å):
F: -1.03784 -2.21670 -3.03354
C: -0.31324 -1.10799 -3.35405
C: 0.15220 -0.48158 -2.10352
F: 0.81828 0.66255 -2.40118
P: -0.13692 -1.11047 -0.55326
C: 0.62993 0.27459 0.39264
C: -0.16014 1.18921 1.10845
C: 0.56856 2.20393 1.77994
C: 1.84880 2.39582 1.71876
C: 2.64005 1.45911 1.04624
C: 1.96755 0.40310 0.45556
H: 0.56763 -1.52343 -3.98693
H: -1.01399 -0.43014 -3.88340
H: -1.23492 0.92308 1.36996
H: -0.10027 2.76010 2.41411
H: 2.35807 3.05807 2.43225
H: 3.68426 1.69268 0.83522
H: 2.67902 -0.29835 0.00568
C: -2.58345 -2.35034 1.08475
N: -2.80170 -1.14250 1.32259
H: -3.14813 -2.99190 0.51838
H: -1.65319 -2.65949 1.57099
H: -3.73058 -0.70934 1.26034

Calculated values
Lowest unoccupied orbital energy   0.52 eV
HOMO energy   -8.84 eV

Run B
Computed, not measured: a cluster of 2 separate species, C9H10F2NP in total, with wB97M-V/def2-TZVPD.

Geometry (Å):
C: 2.28258 -1.03375 -1.87514
C: 1.44717 -1.78229 -1.05838
C: 2.54369 0.25393 -1.51740
C: 0.83649 -1.25111 0.05698
C: 1.84611 0.86828 -0.39174
C: 0.98629 0.11569 0.40248
C: -2.82930 -1.42688 1.29293
C: -1.65273 -1.40713 1.85225
C: -1.24881 2.15791 -0.25587
N: -0.66664 1.95156 1.08894
F: -3.33468 -0.29958 0.61501
F: -1.20183 -2.58023 2.49706
P: 0.16965 0.79438 1.91638
H: 2.48809 -1.51968 -2.85400
H: 1.52117 -2.90504 -1.23525
H: 3.11624 0.96072 -2.03544
H: 0.19889 -1.81289 0.59616
H: 2.14298 1.90729 -0.13274
H: -3.53890 -2.28836 1.15545
H: -1.30829 1.22721 -0.74777
H: -2.31239 2.41007 -0.11007
H: -0.68669 2.82543 -0.83583
H: -0.79909 2.83447 1.57601

Calculated values
Lowest unoccupied orbital energy (spin up / spin down)   -0.61 / -0.61 eV
HOMO energy (spin up / spin down)   -8.36 / -8.36 eV

It is run B that is the least stable of them.

Run A
Computed, not measured: a structure of composition C3H8INS, with wB97M-V/def2-TZVPD.

Geometry (Å):
C: 0.13719 -1.33735 -0.66660
C: 1.42211 0.96570 0.85678
C: -0.37444 0.08216 -0.95866
N: -1.68304 -0.00052 0.51587
S: 0.68752 1.48456 -0.65273
I: -3.59377 0.37466 -0.11429
H: 0.22699 -1.87060 -1.58800
H: -0.49861 -1.96288 -0.06532
H: 1.09042 -1.22343 -0.27016
H: 1.39040 1.73106 1.48167
H: 2.51002 0.67759 0.82140
H: 0.91251 0.11646 1.31783
H: -0.99473 0.27729 -1.71407
H: -1.23258 0.68529 1.03628

Calculated values
Lowest unoccupied orbital energy   0.19 eV
HOMO energy   -8.22 eV

Run B
Computed, not measured: the molecule C3H8INS, with wB97M-V/def2-TZVPD.

Geometry (Å):
C: 2.03520 -1.10564 1.23266
C: -2.54624 0.82803 -0.96932
C: 1.15857 -0.67412 0.01347
N: -1.32668 0.17920 -0.95335
S: -0.19494 0.36434 0.57790
I: 0.66578 2.77096 0.05046
H: 2.70731 -0.25006 1.62706
H: 1.26416 -1.47732 1.99517
H: 2.78877 -1.90088 0.94730
H: -3.02500 1.18916 0.00418
H: -3.37058 0.12349 -1.35335
H: -2.59618 1.61087 -1.75663
H: 0.86866 -1.58743 -0.51978
H: 1.57117 -0.07060 -0.89578

Calculated values
Lowest unoccupied orbital energy (spin up / spin down)   -1.01 / -0.97 eV
HOMO energy (spin up / spin down)   -8.99 / -7.48 eV

It is run B that is the least stable of them.

Run A
Computed, not measured: the ion C2H2NO3S2 with charge -1, with wB97M-V/def2-TZVPD.

Geometry (Å):
C: 0.56526 1.60377 -0.11565
C: -0.96246 -0.09840 -0.41417
N: -0.59875 1.15344 -0.16218
O: 1.10338 2.67090 -0.07089
O: -0.59026 -2.62338 0.94856
O: 1.64377 0.40919 -0.31828
S: -0.39823 -1.22505 1.25186
S: 1.73104 -0.86822 0.72267
H: -2.00040 -0.23484 -0.69004
H: -0.49335 -0.78740 -1.15188

Calculated values
Net charge   -1
Lowest unoccupied orbital energy   3.50 eV
HOMO energy   -4.03 eV

Run B
Computed, not measured: the ion C2H2NO3S2 with charge -1, with wB97M-V/def2-TZVPD.

Geometry (Å):
O: -1.83206 1.15503 -0.07233
C: -1.70776 -0.07545 -0.01521
S: -2.90995 -1.26742 0.06442
O: -0.26613 -0.54454 -0.01621
C: 0.65943 0.40460 0.04926
O: 0.48177 1.74876 0.19299
N: 1.92699 0.19796 0.06590
S: 2.63925 -1.34715 -0.00172
H: -0.45196 1.93861 -0.16603
H: 1.46040 -2.21042 -0.10107

Calculated values
Net charge   -1
Lowest unoccupied orbital energy   3.32 eV
HOMO energy   -4.58 eV

It is run A that is the least stable of them.

Run A
Computed, not measured: a structure of composition C3H7N2O2, with wB97M-V/def2-TZVPD.

Geometry (Å):
O: -1.25831 -1.26888 0.70500
C: -0.72696 -0.33219 0.02429
N: 0.14138 0.79305 0.33814
C: -0.07489 1.38424 1.76349
O: 0.68779 2.42665 2.08108
C: -0.39060 -0.79040 -1.45010
N: 1.08245 -0.79255 -1.71222
H: 0.43533 -0.28059 0.53981
H: -0.01430 0.55975 2.46772
H: -1.12440 1.61833 1.64888
H: -0.80423 0.10236 -1.92238
H: -0.87653 -1.71821 -1.80672
H: 1.45165 -0.01029 -1.20115
H: 1.47163 -1.69126 -1.47583

Calculated values
Net charge   -1
Lowest unoccupied orbital energy   3.88 eV
HOMO energy   -2.82 eV

Run B
Computed, not measured: a cluster of 3 separate species, C3H7N2O2 in total, with wB97M-V/def2-TZVPD.

Geometry (Å):
C: 1.69281 -1.39861 -0.21050
C: 0.98356 0.79617 0.63192
C: 1.05443 -0.25947 -0.40587
N: -1.93157 -0.17025 -1.58078
N: -2.28934 -0.34271 -0.50863
O: -2.60255 1.27531 0.44224
O: -2.35636 -1.06338 0.44650
H: -1.79416 1.66687 0.01173
H: 1.71736 -2.23989 -0.83815
H: 2.21172 -1.45801 0.88226
H: 2.02290 1.05860 0.85915
H: 0.25914 0.66763 1.48332
H: 0.64723 1.66475 0.09141
H: 0.38483 -0.19701 -1.30459

Calculated values
Net charge   -1
Lowest unoccupied orbital energy   3.96 eV
HOMO energy   -3.57 eV

Run C
Computed, not measured: a structure of composition C3H7N2O2, with wB97M-V/def2-TZVPD.

Geometry (Å):
C: 2.17948 -0.33244 1.21752
C: 1.17779 0.73570 -0.75656
C: 1.46231 -0.54320 0.14571
N: -1.45761 -0.20283 0.52986
N: -2.35396 0.13092 -0.01298
O: -3.28480 -1.28884 -0.50849
O: -3.15448 1.04439 -0.21214
H: -4.27650 -0.65508 -0.67477
H: 2.67894 -0.93334 2.03075
H: 2.72133 0.62029 1.22996
H: 0.78316 1.60714 -0.33296
H: 0.43598 0.31640 -1.41142
H: 2.12868 0.96552 -1.21064
H: 0.95968 -1.46464 -0.03384

Calculated values
Net charge   -1
Lowest unoccupied orbital energy   3.84 eV
HOMO energy   -3.60 eV

Run D
Computed, not measured: a cluster of 3 separate species, C3H7N2O2 in total, with wB97M-V/def2-TZVPD.

Geometry (Å):
C: 0.30771 2.22658 0.76184
C: 0.91930 1.25745 0.12359
C: 1.64506 -2.46307 -0.75496
N: -0.48849 -1.76018 -1.45214
N: 0.65902 -2.33309 -1.38872
O: -1.32542 -1.69557 1.12933
O: 2.73802 -2.81923 -0.30535
H: -0.62079 2.57480 0.36380
H: 0.66472 2.72631 1.66077
H: 0.38421 1.02631 -0.74123
H: 1.80073 0.70577 0.42448
H: -1.15068 -2.08945 -2.20134
H: -1.02260 -1.38220 0.27750
H: -0.65809 -2.30794 1.46949

Calculated values
Net charge   -1
Lowest unoccupied orbital energy   3.91 eV
HOMO energy   -2.05 eV

It is run C that is the least stable of them.